Entry from OMol25: the molecule C22H21ClN4O3S at a distorted geometry (the ωB97M-V functional and the def2-TZVPD basis).

```
52
C22H21ClN4O3S the ωB97M-V functional and the def2-TZVPD basis
Cl -4.941 6.027 -2.156
S 4.086 -2.284 1.935
O 4.652 -3.107 2.967
O -0.343 -1.182 2.357
O 4.439 -0.890 1.917
N 0.956 -0.365 -0.855
N 1.983 -0.979 -1.420
N -3.147 2.049 0.456
N -0.800 0.744 1.294
C -3.204 1.113 1.556
C 3.772 -2.647 -0.786
C 6.040 -4.271 -1.000
C -1.836 1.071 2.248
C -4.253 2.783 0.073
C -5.542 2.495 0.537
C 2.273 -2.445 1.881
C 5.283 -3.968 -2.120
C -0.145 -0.432 1.409
C -4.094 3.895 -0.763
C -6.459 4.377 -0.657
C -0.751 1.685 0.204
C 4.158 -3.167 -2.022
C -6.617 3.285 0.179
C 5.661 -3.769 0.236
C 2.338 -0.633 -2.766
C 4.539 -2.977 0.333
C 0.871 -0.804 0.399
C -2.114 1.698 -0.495
C -5.185 4.662 -1.117
C 1.894 -1.743 0.641
C 2.600 -1.825 -0.557
H -0.544 2.680 0.614
H -3.944 1.445 2.283
H -7.298 4.989 -0.944
H -3.464 0.100 1.211
H -1.829 0.313 3.032
H -3.118 4.181 -1.120
H -5.717 1.637 1.165
H -7.601 3.037 0.547
H -2.104 2.403 -1.322
H 0.029 1.399 -0.499
H 6.213 -3.988 1.136
H 3.420 -0.542 -2.859
H 1.969 -1.377 -3.475
H 6.914 -4.898 -1.087
H 1.810 -1.999 2.757
H 5.568 -4.362 -3.084
H 1.868 0.323 -2.993
H 3.571 -2.971 -2.905
H -2.303 0.691 -0.901
H 2.065 -3.513 1.854
H -1.619 2.053 2.682
```

## Properties
Gap between HOMO and LUMO ... 8.1 eV
HOMO ... -8.0 eV
SMILES ... Cn1nc(C(=O)N2CCN(c3cccc(Cl)c3)CC2)c2c1-c1ccccc1S(=O)(=O)C2
ΔE to the lowest compared entry with this formula, charge and spin ... 28.2 kcal/mol

---

Entry from OMol25: the molecule C22H21FN2O4S at a distorted geometry (the ωB97M-V functional and the def2-TZVPD basis).

```
51
C22H21FN2O4S the ωB97M-V functional and the def2-TZVPD basis
S -1.196 -3.239 0.003
F 6.868 0.307 0.273
O 0.150 -3.308 0.305
O 0.606 0.668 0.544
O -2.341 2.747 -1.559
O -2.063 -4.445 0.470
N -1.150 2.573 0.443
N -1.275 -3.104 -1.556
C 2.933 -0.223 0.997
C 1.364 -0.401 1.391
C -2.333 3.061 1.347
C -3.484 2.138 1.502
C -2.988 -0.924 -0.429
C 0.867 -0.607 -3.097
C 4.684 1.195 0.076
C 0.393 0.150 -0.767
C -2.359 0.025 2.093
C 3.391 1.164 0.468
C 5.089 -1.237 0.695
C 5.594 0.173 0.330
C 3.738 -1.328 1.023
C -1.463 2.240 -0.692
C -3.463 0.401 0.083
C 1.149 -0.614 -1.502
C -0.648 1.270 -1.277
C -0.708 1.123 -2.749
C -2.147 -1.833 0.706
C -0.077 0.103 -3.349
C -1.811 -1.204 1.684
C -3.053 0.693 1.300
H -0.522 1.777 1.059
H -1.711 3.372 2.211
H -1.254 1.599 -3.302
H -3.062 -1.611 -1.416
H 3.434 -2.023 1.363
H -1.134 -1.755 2.416
H -0.359 -2.554 -2.061
H 5.084 2.218 -0.104
H -2.209 0.465 3.216
H 2.586 2.019 0.535
H 5.828 -1.929 0.614
H 1.376 -1.673 -3.366
H 1.662 -1.336 -0.965
H -4.422 2.400 1.174
H 1.370 -0.170 2.490
H -1.335 -4.017 -2.059
H -2.650 4.030 0.556
H -4.004 0.850 -0.580
H -0.269 0.015 -4.658
H -3.674 2.096 2.741
H 0.999 -1.336 1.381
```

## Properties
Gap between HOMO and LUMO ... 8.1 eV
HOMO ... -8.6 eV
SMILES ... NS(=O)(=O)c1ccc(CCNC(=O)c2ccccc2OCc2ccc(F)cc2)cc1
ΔE to the lowest compared entry with this formula, charge and spin ... 452.3 kcal/mol

---

Entry from OMol25: a structure of composition C22H21GaIN6O4S2 (the ωB97M-V functional and the def2-TZVPD basis).

```
57
C22H21GaIN6O4S2 the ωB97M-V functional and the def2-TZVPD basis
I -0.724 1.297 2.862
Ga 0.234 0.082 -0.504
S 3.669 -0.219 2.398
S 1.425 -4.165 -2.148
O -0.970 -1.206 0.132
O -5.409 1.289 -1.566
O 1.187 1.972 -1.122
O 0.190 0.595 -2.469
N -1.369 1.409 -0.271
N -3.596 -2.966 -1.523
N 0.017 -2.195 -3.386
N 2.353 1.935 1.458
N 1.876 -0.197 0.589
N 1.148 -1.742 -1.396
C 3.308 -1.701 1.581
C 0.834 1.685 -2.295
C -1.513 3.831 -0.575
C -1.280 2.735 0.246
C 2.533 0.615 1.402
C 2.152 -3.684 -0.655
C 0.798 -2.561 -2.354
C -0.834 4.224 2.085
C -1.863 -3.854 -0.075
C -4.779 0.459 -2.537
C 1.116 2.587 -3.451
C -1.400 5.118 -0.075
C -3.940 -0.629 -1.917
C -1.053 5.315 1.254
C 1.909 -2.378 -0.432
C -4.265 -1.949 -2.098
C -2.067 -1.392 -0.584
C -2.501 1.024 -0.746
C 2.372 -1.502 0.641
C -2.549 -2.717 -0.768
C -2.803 -0.338 -1.133
C -0.949 2.937 1.582
H -5.110 -2.227 -2.718
H 2.707 -4.387 -0.058
H -0.963 6.316 1.654
H -2.109 -3.843 0.989
H -1.770 3.661 -1.614
H -1.581 5.965 -0.722
H 1.879 3.314 -3.192
H -6.066 0.768 -1.091
H 3.855 -2.602 1.800
H 0.194 3.113 -3.708
H 2.920 2.492 2.071
H -0.593 4.374 3.128
H -2.198 -4.796 -0.502
H -0.212 -2.846 -4.114
H 1.415 2.004 -4.320
H 1.881 2.396 0.690
H -0.132 -1.207 -3.530
H -3.318 1.743 -0.793
H -5.515 0.010 -3.208
H -4.161 1.129 -3.136
H -0.779 -3.771 -0.145
```

## Properties
Gap between HOMO and LUMO ... 8.0 eV
HOMO ... -10.9 eV
Net charge ... +1
ΔE to the lowest compared entry with this formula, charge and spin ... 12.1 kcal/mol

---

Entry from OMol25: a structure of composition C22H21I2N5O2RuS at a distorted geometry (the ωB97M-V functional and the def2-TZVPD basis).

```
54
C22H21I2N5O2RuS the ωB97M-V functional and the def2-TZVPD basis
I 5.023 4.910 -0.060
I 4.376 -0.720 -1.981
Ru -0.223 -0.753 -0.036
S -0.262 -1.491 -2.192
O 0.594 -2.629 0.303
O 1.735 -0.354 -0.380
N -2.430 2.646 -1.420
N -1.507 -1.419 1.592
N 0.180 0.559 1.658
N 1.334 -3.043 -0.733
N -1.601 0.760 -0.659
C 2.707 3.055 0.537
C 0.638 1.899 1.240
C 3.616 0.912 -0.935
C 3.010 -4.513 -1.489
C -1.883 -0.492 2.479
C 1.938 1.898 0.476
C 3.907 3.155 -0.145
C -2.934 0.822 -0.321
C 4.369 2.067 -0.875
C -2.503 3.947 -2.073
C -2.262 -2.512 1.413
C 2.326 -3.909 -0.466
C -3.456 1.988 -0.791
C 2.662 -4.206 -2.801
C -0.923 0.662 2.629
C -3.445 -2.700 2.101
C 2.368 0.796 -0.293
C -3.053 -0.611 3.207
C 1.671 -3.285 -3.050
C 0.990 -2.672 -1.997
C -1.335 1.879 -1.308
C -3.849 -1.727 3.004
H -0.169 2.311 0.631
H 3.802 -5.208 -1.257
H -0.385 2.124 -1.757
H -0.528 0.694 3.648
H -1.454 1.602 2.464
H 5.320 2.114 -1.388
H 3.182 -4.674 -3.625
H 0.967 0.055 2.062
H -4.034 -3.589 1.927
H 0.725 2.547 2.117
H -3.548 4.188 -2.247
H -1.877 -3.231 0.701
H -4.453 2.389 -0.757
H -3.439 0.018 0.185
H -1.988 3.904 -3.029
H 2.497 -4.075 0.586
H -4.774 -1.842 3.553
H 1.404 -3.002 -4.058
H -3.328 0.154 3.920
H 2.356 3.887 1.136
H -2.056 4.714 -1.444
```

## Properties
Spin multiplicity ... 2
Gap between HOMO and LUMO (alpha / beta) ... 7.0 / 6.8 eV
HOMO (alpha / beta) ... -10.0 / -9.9 eV
⟨S²⟩ ... 0.758
Net charge ... +1
ΔE to the lowest compared entry with this formula, charge and spin ... 34.8 kcal/mol

---

Entry from OMol25: a structure of composition C22H21N2O7P2Pt at a distorted geometry (the ωB97M-V functional and the def2-TZVPD basis).

```
55
C22H21N2O7P2Pt the ωB97M-V functional and the def2-TZVPD basis
Pt -0.397 -0.219 -0.127
P 2.282 -0.292 -2.095
P 2.414 1.720 -0.019
O 0.916 0.297 -1.851
O 3.565 2.431 0.886
O 2.371 2.727 -1.247
O 4.579 0.603 -1.048
O 2.914 0.732 -3.213
O 1.195 1.637 0.800
O 2.466 -1.700 -2.486
N -1.987 0.279 0.794
N 2.399 -5.807 3.705
C -3.953 0.662 -0.545
C 1.185 -3.992 2.373
C -5.883 0.817 -1.991
C 1.040 -4.106 0.987
C -3.325 1.635 -1.337
C -0.019 -1.930 0.898
C -3.982 2.214 -2.400
C -5.275 1.824 -2.726
C -4.228 -2.210 3.410
C -5.236 0.242 -0.916
C 0.445 -3.089 0.266
C -5.259 0.006 2.114
C -3.530 -1.640 2.366
C 0.099 -1.850 2.295
C -3.257 0.107 0.614
C -5.952 -0.567 3.160
C 0.692 -2.857 3.027
C -5.445 -1.682 3.813
C 3.308 -0.881 0.425
C 3.292 0.218 -0.611
C 1.849 -4.994 3.105
C -4.040 -0.530 1.683
H -2.583 -2.050 2.048
H -5.714 -0.554 -0.363
H -6.890 -0.133 3.482
H 3.136 2.730 1.687
H -3.824 -3.072 3.923
H 3.751 0.381 -3.515
H 2.166 2.258 -2.064
H 3.663 -1.801 -0.039
H 4.968 1.181 -0.377
H 0.793 -2.783 4.103
H -5.994 -2.125 4.631
H -5.795 2.282 -3.555
H -5.645 0.893 1.633
H -0.282 -0.973 2.804
H 2.289 -1.038 0.776
H -2.316 1.932 -1.080
H -3.493 2.979 -2.986
H -6.874 0.473 -2.260
H 3.944 -0.627 1.273
H 1.420 -4.988 0.489
H 0.371 -3.180 -0.809
```

## Properties
Gap between HOMO and LUMO (alpha / beta) ... 6.3 / 6.3 eV
HOMO (alpha / beta) ... -4.1 / -4.1 eV
Net charge ... -1

---

Entry from OMol25: the molecule C22H21NO5S2 at a distorted geometry (the ωB97M-V functional and the def2-TZVPD basis).

```
51
C22H21NO5S2 the ωB97M-V functional and the def2-TZVPD basis
S -2.805 -1.466 1.611
S -0.209 2.267 1.652
O -0.238 1.417 -1.447
O -3.542 -2.644 1.974
O -2.863 -1.046 0.233
O 2.699 -3.056 -2.820
O 2.593 2.965 0.569
N 2.469 1.309 -0.966
C -0.217 -0.850 -2.331
C -0.465 -0.293 1.818
C 1.792 0.215 -1.549
C 2.080 1.931 0.179
C 2.124 -4.193 -3.415
C 3.594 1.893 -1.685
C 1.881 -2.011 -2.499
C -2.841 2.109 3.468
C -1.115 0.879 2.150
C 0.508 -1.979 -2.685
C 0.743 -0.061 1.136
C -4.566 -0.055 3.199
C -2.419 0.980 2.764
C 4.926 1.615 -0.997
C -4.962 1.062 3.918
C -1.645 1.463 -1.567
C -4.099 2.142 4.040
C 2.509 -0.908 -1.923
C 0.402 0.262 -1.785
C 0.996 1.269 0.934
C -3.309 -0.087 2.638
C -1.053 -1.628 2.091
H 2.949 -4.881 -3.595
H -4.412 3.019 4.587
H -1.953 1.397 -2.614
H 3.587 1.493 -2.699
H -1.283 -0.855 -2.484
H -2.170 2.950 3.560
H 1.394 -4.670 -2.752
H 1.391 -0.850 0.800
H 1.643 -3.949 -4.368
H -0.586 -2.413 1.504
H 3.573 -0.954 -1.761
H 3.435 2.975 -1.722
H -1.935 2.433 -1.167
H -2.126 0.667 -0.990
H 5.116 0.547 -0.921
H -0.022 -2.817 -3.108
H -5.212 -0.909 3.067
H -5.939 1.093 4.375
H -1.063 -1.894 3.146
H 4.917 2.042 0.002
H 5.732 2.073 -1.564
```

## Properties
Gap between HOMO and LUMO ... 7.7 eV
HOMO ... -8.0 eV
SMILES ... CCN(C(=O)c1cc2c(s1)-c1ccccc1S(=O)(=O)C2)c1cc(OC)ccc1OC
ΔE to the lowest compared entry with this formula, charge and spin ... 17.2 kcal/mol

---

Entry from OMol25: a structure of composition C22H22AsI2MgN5O8S at a distorted geometry (the ωB97M-V functional and the def2-TZVPD basis).

```
62
C22H22AsI2MgN5O8S the ωB97M-V functional and the def2-TZVPD basis
I -3.709 6.344 -1.224
I -2.033 1.232 -3.696
As -3.256 -2.171 0.996
S -1.638 -1.648 2.242
Mg -0.049 -0.133 0.858
O 1.768 -0.483 2.074
O 1.727 -4.873 -2.508
O 6.638 -3.284 0.197
O 0.133 -3.822 -1.404
O 3.972 -0.220 1.999
O 6.191 -3.833 -1.902
O 0.832 -1.464 -0.276
O -1.488 0.533 -0.484
N 1.098 1.452 -0.285
N 1.349 -4.004 -1.741
N 2.910 -0.679 1.555
N -0.186 1.760 2.094
N 5.926 -3.380 -0.823
C 3.610 -3.333 -1.584
C -2.603 3.916 0.384
C 1.956 -2.084 -0.252
C -1.628 2.185 1.940
C -2.472 2.240 -1.850
C 4.420 -1.984 0.311
C 1.433 2.564 0.382
C -2.106 2.624 0.573
C -3.093 3.441 -1.917
C 0.735 2.856 1.727
C 2.401 3.485 -0.082
C 3.064 -1.533 0.405
C 4.587 -2.883 -0.705
C 2.704 2.001 -1.962
C -1.999 1.733 -0.582
C 1.711 1.216 -1.434
C -3.106 4.366 -0.829
C -4.540 -0.638 0.770
C 2.322 -3.198 -1.107
C 3.044 3.202 -1.327
C -4.330 -3.576 1.857
C -2.787 -2.597 -0.804
H 3.848 -3.981 -2.427
H 1.634 2.913 2.459
H -0.015 1.538 3.073
H -3.520 -4.285 2.137
H -5.160 -3.919 1.245
H -5.558 -1.016 0.804
H 2.600 4.296 0.631
H 0.262 3.855 1.720
H 5.267 -1.553 0.887
H -2.916 -1.770 -1.470
H 3.265 1.679 -2.845
H -2.546 4.615 1.216
H -1.724 -2.821 -0.711
H -3.370 -3.517 -1.078
H 1.439 0.268 -1.885
H -3.612 3.606 -2.820
H -4.620 -3.048 2.777
H -1.828 2.917 2.700
H -2.137 1.278 2.229
H -4.371 0.098 1.594
H 3.890 3.782 -1.643
H -4.337 -0.262 -0.179
```

## Properties
Gap between HOMO and LUMO ... 5.7 eV
HOMO ... -7.4 eV
ΔE to the lowest compared entry with this formula, charge and spin ... 0.0 kcal/mol

---

Entry from OMol25: a structure of composition C22H22BF4N3O3ReTe (the ωB97M-V functional and the def2-TZVPD basis).

```
57
C22H22BF4N3O3ReTe the ωB97M-V functional and the def2-TZVPD basis
Re 1.882 2.079 0.330
Te 4.131 1.701 -0.592
F 1.953 4.172 0.984
F 1.007 4.463 3.072
F -0.124 5.196 1.206
F 0.171 2.921 1.566
O -1.841 0.940 -3.282
O 2.453 1.302 2.431
O -2.199 -2.725 1.836
N -0.671 -1.262 0.347
N -0.581 0.521 -1.091
N 1.155 0.193 0.439
C -3.466 -3.807 -1.449
C 2.786 -2.798 1.999
C -1.703 -2.192 -1.698
C 1.171 3.579 -2.264
C 0.468 3.804 -3.427
C -2.968 -3.517 2.726
C -3.349 -3.729 -0.065
C 3.339 -0.813 3.237
C 3.435 -2.189 3.054
C -2.420 -2.874 0.501
C -1.597 -2.083 -0.320
C -0.559 2.946 -3.821
C 2.013 -2.043 1.124
C 1.867 -0.676 1.314
C -2.654 1.162 -4.419
C -0.856 1.860 -3.024
C 3.307 2.015 3.335
C 0.896 2.484 -1.423
C -2.646 -3.048 -2.259
C 0.005 -0.179 -0.123
C 2.570 -0.067 2.367
C -0.129 1.639 -1.843
B 0.696 4.275 1.758
H 0.704 4.660 -4.046
H 4.349 1.825 3.078
H 3.880 -0.337 4.041
H 3.094 1.719 4.362
H 1.960 4.265 -1.980
H -1.053 -1.619 -2.344
H -1.504 0.206 -1.356
H -4.034 -3.300 2.627
H -0.421 -1.569 1.276
H 4.043 -2.773 3.731
H -4.199 -4.473 -1.884
H -2.641 -3.248 3.726
H -2.721 -3.117 -3.336
H 3.067 3.065 3.205
H -2.062 1.148 -5.337
H 2.890 -3.862 1.835
H -3.987 -4.334 0.562
H -3.370 0.344 -4.442
H -1.107 3.140 -4.731
H -3.184 2.114 -4.345
H -2.792 -4.581 2.556
H 1.544 -2.521 0.275
```

## Properties
Spin multiplicity ... 2
Gap between HOMO and LUMO (alpha / beta) ... 5.8 / 6.7 eV
HOMO (alpha / beta) ... -6.6 / -7.0 eV
⟨S²⟩ ... 1.107
ΔE to the lowest compared entry with this formula, charge and spin ... 0.0 kcal/mol

---

Entry from OMol25: a structure of composition C22H22CdFI2N3O5S4 (the ωB97M-V functional and the def2-TZVPD basis).

```
60
C22H22CdFI2N3O5S4 the ωB97M-V functional and the def2-TZVPD basis
I 5.816 -3.782 5.778
I 4.016 -2.286 2.960
Cd 1.398 -0.645 0.269
S 0.891 -0.903 -3.282
S 2.109 -2.465 -2.740
S 3.251 -1.771 -1.160
S -0.415 -0.665 -1.699
F 2.787 3.365 -4.562
O -0.412 -7.292 3.041
O -0.298 0.343 1.707
O -2.033 1.704 2.135
O 2.590 -0.529 2.158
O 1.547 1.833 -0.002
N -1.610 -5.961 4.412
N -1.955 2.971 -1.781
N 0.576 -2.686 1.313
C 0.455 3.642 -4.488
C -1.064 1.312 1.460
C 1.642 2.787 -2.579
C 0.636 -3.882 0.737
C 0.232 -5.037 1.390
C 2.714 0.671 2.850
C 0.436 2.708 -1.880
C -0.743 -6.169 3.374
C -0.815 2.045 0.141
C -0.764 3.079 -2.496
C -1.917 2.460 -0.517
C 5.276 -3.905 3.694
C -3.101 4.275 -3.490
C -0.750 3.548 -3.822
C 1.629 3.260 -3.859
C -3.240 3.152 -2.472
C 0.138 -2.577 2.562
C -2.033 3.929 -4.511
C 0.468 2.150 -0.510
C -0.255 -4.931 2.685
C -0.291 -3.679 3.286
C -4.387 3.444 -1.515
H 1.024 -3.898 -0.277
H -1.854 4.764 -5.192
H -2.056 -6.779 4.790
H -2.858 2.359 0.001
H -5.267 3.711 -2.103
H 0.491 4.003 -5.509
H -4.140 4.280 -0.858
H 3.503 1.319 2.431
H 4.777 -4.864 3.597
H -3.465 2.225 -3.017
H 2.974 0.493 3.909
H -2.839 5.197 -2.961
H 0.135 -1.572 2.968
H -2.382 3.090 -5.124
H 1.776 1.240 2.830
H 6.224 -3.922 3.166
H -0.605 -3.543 4.312
H 2.546 2.444 -2.093
H -4.651 2.588 -0.897
H -4.066 4.433 -3.977
H 0.285 -6.003 0.909
H -2.075 -5.077 4.507
```

## Properties
Gap between HOMO and LUMO ... 5.2 eV
HOMO ... -1.5 eV
Net charge ... -2
ΔE to the lowest compared entry with this formula, charge and spin ... 20.5 kcal/mol

---

no.,electronic energy (Ha)
1,-2154.0763
2,-1758.7732
3,-4499.2852
4,-2363.4762
5,-2289.3834
6,-2078.2607
7,-5156.5137
8,-2012.3436
9,-3847.9705